1.
The following is a DFT calculation (ωB97M-V/def2-TZVPD) of a molecular structure, C25H22CrNO6S2.

- HOMO energy (spin up / spin down): -5.73 / -6.12 eV
- Maximum force: 0.84 eV/A
- E_LUMO (spin up / spin down): 2.48 / 2.30 eV

The geometry in ORCA input format:
```
! wB97M-V def2-TZVPD RIJCOSX def2/J DEFGRID3
* xyz -1 5
Cr -0.51 -0.81 -0.61
C -5.01 2.40 -0.13
C -4.15 1.24 -0.63
C -4.56 0.83 -2.04
C -2.68 1.60 -0.54
C -1.90 1.09 0.51
C -0.56 1.44 0.65
C 0.03 2.36 -0.23
C 1.44 2.84 -0.01
C -0.74 2.85 -1.27
C -2.07 2.47 -1.43
H -6.07 2.14 -0.17
H -4.86 3.29 -0.76
H -4.75 2.67 0.90
H -4.31 0.38 0.02
H -5.58 0.44 -2.03
H -3.90 0.04 -2.42
H -4.53 1.67 -2.74
H -2.37 0.48 1.27
H -0.01 1.11 1.52
H 1.44 3.78 0.56
H 1.95 3.03 -0.96
H 2.02 2.10 0.54
H -0.29 3.54 -1.98
H -2.64 2.87 -2.26
O -4.34 -2.05 0.65
S -3.04 -2.44 0.17
O -2.92 -3.76 -0.36
O -2.48 -1.38 -0.73
C -1.92 -2.27 1.58
C -2.48 -1.77 2.75
C -1.67 -1.40 3.81
C -0.29 -1.51 3.71
C 0.28 -2.04 2.57
C -0.52 -2.44 1.49
S 0.35 -3.38 0.19
O -0.09 -4.73 0.32
O 1.75 -3.15 0.46
O -0.11 -2.72 -1.07
H -3.55 -1.65 2.79
H -2.12 -1.01 4.72
H 0.34 -1.20 4.54
H 1.35 -2.17 2.47
N 9.42 -0.49 -1.15
C 8.27 -0.45 -1.15
C 6.83 -0.40 -1.15
C 6.08 -1.42 -0.57
C 4.70 -1.36 -0.57
C 4.04 -0.26 -1.14
C 4.80 0.76 -1.73
C 6.18 0.69 -1.74
C 2.61 -0.21 -1.10
C 1.41 -0.31 -0.91
H 6.59 -2.27 -0.13
H 4.10 -2.14 -0.13
H 4.29 1.60 -2.18
H 6.76 1.48 -2.19
*
```

2.
The following is a DFT calculation (ωB97M-V/def2-TZVPD) of a molecular structure, C25H22I2N5O7RuS at a distorted geometry.

- HOMO energy (spin up / spin down): -12.93 / -12.93 eV
- Maximum force: 1.27 eV/A
- E_LUMO (spin up / spin down): -7.32 / -9.16 eV

The geometry in ORCA input format:
```
! wB97M-V def2-TZVPD RIJCOSX def2/J DEFGRID3
* xyz 2 2
Ru 0.86 0.44 0.74
I 0.96 -2.40 -3.54
C 0.54 -3.01 -1.64
C 0.17 -4.31 -1.30
C -0.16 -4.67 0.00
I -0.68 -6.62 0.36
C -0.15 -3.69 1.06
C -0.47 -3.95 2.41
C -0.43 -2.92 3.32
C -0.09 -1.63 2.89
N 0.21 -1.36 1.63
C 0.19 -2.38 0.73
C 0.58 -2.02 -0.61
O 0.95 -0.81 -0.84
H 0.13 -5.06 -2.08
H -0.75 -4.95 2.72
H -0.67 -3.08 4.36
H -0.08 -0.81 3.60
N 7.55 -1.59 2.36
C 6.89 -0.43 2.55
O 7.39 0.59 2.94
C 5.41 -0.41 2.19
C 4.80 -1.27 1.29
C 3.46 -1.09 0.99
N 2.72 -0.12 1.55
C 3.32 0.71 2.43
C 4.65 0.59 2.76
H 8.52 -1.62 2.62
H 7.08 -2.47 2.19
H 5.34 -2.05 0.78
H 2.98 -1.73 0.27
H 2.72 1.49 2.87
H 5.11 1.29 3.45
C -4.72 4.26 -5.80
C -3.37 3.59 -5.79
C -3.13 2.49 -4.97
C -1.89 1.86 -4.97
C -0.89 2.35 -5.80
C -1.11 3.44 -6.63
C -2.35 4.05 -6.62
S 0.70 1.59 -5.80
O 1.34 1.87 -7.04
O 0.53 0.24 -5.32
N 1.59 2.36 -4.65
C 1.63 1.94 -3.27
C 0.90 2.91 -2.28
C 0.77 2.14 -1.02
O 1.81 1.84 -0.31
O -0.31 1.59 -0.65
H -5.40 3.80 -5.09
H -5.17 4.19 -6.80
H -4.63 5.32 -5.56
H -3.92 2.10 -4.34
H -1.71 0.99 -4.36
H -0.33 3.79 -7.29
H -2.53 4.90 -7.27
H 2.09 3.17 -4.97
H 2.66 1.83 -2.94
H 1.16 0.96 -3.22
H -0.09 3.17 -2.65
H 1.50 3.81 -2.13
O -0.16 2.13 2.79
N 0.34 1.49 2.01
*
```

3.
The following is a DFT calculation (ωB97M-V/def2-TZVPD) of a molecular structure, C25H22NO2PPt.

- HOMO energy: -7.87 eV
- Maximum force: 0.83 eV/A
- E_LUMO: 0.05 eV

The geometry in ORCA input format:
```
! wB97M-V def2-TZVPD RIJCOSX def2/J DEFGRID3
* xyz 0 1
Pt -0.80 1.12 -0.82
N -0.60 3.35 -0.71
C -1.90 4.00 -0.97
C -2.89 3.70 0.13
C -3.58 2.34 -0.02
O -4.74 2.24 0.34
O -2.87 1.35 -0.47
H -0.19 3.70 0.16
H 0.06 3.58 -1.45
H -2.27 3.60 -1.91
H -1.77 5.08 -1.09
H -3.67 4.46 0.16
H -2.40 3.72 1.11
C 5.36 0.08 0.12
C 4.66 -0.12 1.30
C 3.28 -0.19 1.29
C 2.58 -0.06 0.09
C 3.29 0.14 -1.10
C 4.67 0.21 -1.08
P 0.78 -0.21 -0.04
C 0.26 -0.15 1.71
C 0.38 1.06 2.40
C -0.10 1.19 3.69
C -0.71 0.11 4.32
C -0.83 -1.09 3.65
C -0.35 -1.23 2.35
C 0.37 -1.87 -0.59
C 1.02 -3.04 -0.32
C 0.51 -4.25 -0.86
C -0.57 -4.23 -1.70
C -1.22 -3.02 -2.05
C -2.25 -2.92 -3.02
C -2.72 -1.69 -3.38
C -2.25 -0.50 -2.77
C -1.31 -0.56 -1.78
C -0.76 -1.83 -1.44
H 6.44 0.13 0.13
H 5.20 -0.23 2.23
H 2.74 -0.35 2.21
H 2.75 0.25 -2.03
H 5.21 0.37 -2.01
H 0.86 1.90 1.91
H 0.00 2.14 4.21
H -1.10 0.22 5.32
H -1.32 -1.93 4.12
H -0.47 -2.17 1.82
H 1.90 -3.06 0.31
H 1.00 -5.18 -0.63
H -0.92 -5.16 -2.14
H -2.63 -3.82 -3.49
H -3.49 -1.62 -4.14
H -2.68 0.45 -3.06
*
```

4.
The following is a DFT calculation (ωB97M-V/def2-TZVPD) of a single C25H22O2S molecule at a distorted geometry.

- HOMO energy: -7.77 eV
- Maximum force: 2.69 eV/A
- SMILES string: C=CCOc1ccc2c(c1)Sc1ccccc1C(CC)=C2c1ccc(O)cc1
- E_LUMO: 0.67 eV

The geometry in ORCA input format:
```
! wB97M-V def2-TZVPD RIJCOSX def2/J DEFGRID3
* xyz 0 1
C -4.76 3.55 2.30
C -4.80 2.27 2.70
C -3.86 1.71 3.74
O -3.29 0.43 3.34
C -2.21 0.35 2.46
C -1.54 1.48 1.89
C -0.50 1.25 0.96
C -0.12 -0.03 0.55
C -0.76 -1.12 1.14
C -1.78 -0.92 2.07
S -0.37 -2.80 0.82
C -0.82 -2.72 -0.90
C -1.81 -3.61 -1.40
C -2.11 -3.63 -2.77
C -1.43 -2.83 -3.69
C -0.47 -1.97 -3.19
C -0.10 -1.94 -1.84
C 1.09 -1.14 -1.41
C 2.34 -1.33 -2.22
C 2.65 -2.80 -2.43
C 1.03 -0.16 -0.43
C 2.14 0.76 -0.19
C 2.84 0.74 1.02
C 3.86 1.65 1.32
C 4.28 2.56 0.36
O 5.27 3.43 0.68
C 3.61 2.59 -0.86
C 2.60 1.69 -1.16
H -4.15 4.30 2.76
H -5.42 3.86 1.52
H -5.44 1.64 2.11
H -3.10 2.47 4.01
H -4.35 1.52 4.71
H -1.82 2.50 2.11
H 0.00 2.12 0.55
H -2.35 -1.77 2.43
H -2.36 -4.25 -0.72
H -2.87 -4.28 -3.19
H -1.70 -2.83 -4.74
H 0.16 -1.36 -3.87
H 3.22 -0.92 -1.78
H 2.24 -0.81 -3.15
H 2.79 -3.29 -1.46
H 3.63 -2.89 -2.91
H 1.99 -3.36 -3.06
H 2.52 0.01 1.75
H 4.33 1.66 2.31
H 5.68 3.16 1.50
H 3.94 3.38 -1.55
H 2.08 1.68 -2.15
*
```

5.
The following is a DFT calculation (ωB97M-V/def2-TZVPD) of a molecular structure, C25H23BaBr2F4N4O2S at a distorted geometry.

- HOMO energy: -4.21 eV
- Maximum force: 3.48 eV/A
- E_LUMO: 2.09 eV

The geometry in ORCA input format:
```
! wB97M-V def2-TZVPD RIJCOSX def2/J DEFGRID3
* xyz -1 1
Ba 0.75 0.34 0.29
C -2.50 -1.58 0.77
C -1.90 -2.42 -0.36
N -0.46 -2.25 -0.51
C -0.06 -2.43 -1.90
C -0.31 -3.82 -2.51
C 0.24 -3.16 0.41
C 1.76 -3.00 0.42
N 2.15 -1.68 0.85
C 2.85 -1.48 1.94
C 3.14 -0.12 2.27
F 2.69 0.83 1.37
C 3.79 0.31 3.38
F 3.95 1.64 3.57
C 4.32 -0.59 4.30
C 4.11 -1.93 4.01
F 4.64 -2.85 4.85
C 3.42 -2.37 2.91
F 3.30 -3.73 2.79
H -3.56 -1.82 0.86
H -2.39 -0.52 0.55
H -2.01 -1.78 1.71
H -2.38 -2.11 -1.29
H -2.15 -3.48 -0.18
H 1.00 -2.20 -1.98
H -0.59 -1.68 -2.49
H 0.31 -4.57 -2.03
H -0.06 -3.79 -3.57
H -1.35 -4.12 -2.41
H 0.00 -4.21 0.18
H -0.12 -2.93 1.41
H 2.16 -3.16 -0.59
H 2.16 -3.79 1.05
H 4.86 -0.27 5.18
Br -0.44 7.56 1.79
C -0.01 5.75 1.41
C -0.83 4.73 1.85
C -0.44 3.42 1.58
N 0.66 3.12 0.91
C 1.43 4.11 0.48
C 1.14 5.45 0.70
H -1.72 4.93 2.41
H -1.02 2.58 1.92
H 2.33 3.82 -0.05
H 1.80 6.23 0.36
Br -4.94 1.94 -6.27
C -3.66 1.64 -4.89
C -2.32 1.60 -5.21
C -1.40 1.43 -4.19
C -1.81 1.31 -2.87
C -3.17 1.35 -2.58
C -4.10 1.50 -3.58
C -0.80 1.16 -1.75
O 0.39 0.99 -2.05
O -1.25 1.23 -0.59
H -2.00 1.70 -6.23
H -0.34 1.42 -4.41
H -3.48 1.27 -1.55
H -5.16 1.53 -3.35
S -0.40 -0.96 4.94
C -0.20 -0.29 3.51
N -0.08 0.20 2.46
*
```

6.
The following is a DFT calculation (ωB97M-V/def2-TZVPD) of a molecular structure, C25H23BaN3O3Sb at a distorted geometry.

- HOMO energy: -10.65 eV
- Maximum force: 2.48 eV/A
- E_LUMO: -2.74 eV

The geometry in ORCA input format:
```
! wB97M-V def2-TZVPD RIJCOSX def2/J DEFGRID3
* xyz 1 1
Ba 0.03 -0.33 -0.15
C 1.92 2.38 -1.49
C 2.01 1.23 -2.45
C 2.70 1.34 -3.66
C 2.74 0.25 -4.51
C 2.08 -0.91 -4.15
C 1.42 -0.95 -2.93
N 1.39 0.09 -2.11
Sb 0.52 -2.90 -2.48
C -1.56 -2.42 -1.99
C -2.50 -3.19 -2.65
C -3.85 -2.97 -2.38
C -4.19 -2.00 -1.45
C -3.19 -1.26 -0.83
C -3.49 -0.19 0.17
N -1.90 -1.49 -1.10
C 1.30 -3.27 -0.49
C 1.90 -4.51 -0.35
C 2.43 -4.87 0.89
C 2.34 -3.97 1.93
C 1.73 -2.73 1.72
C 1.63 -1.74 2.84
N 1.22 -2.40 0.53
H 2.42 3.26 -1.89
H 2.40 2.11 -0.54
H 0.88 2.62 -1.27
H 3.20 2.26 -3.91
H 3.27 0.32 -5.45
H 2.09 -1.79 -4.79
H -2.19 -3.94 -3.37
H -4.62 -3.55 -2.87
H -5.23 -1.80 -1.22
H -4.56 -0.06 0.30
H -3.05 0.75 -0.15
H -3.05 -0.44 1.14
H 1.95 -5.18 -1.20
H 2.90 -5.83 1.03
H 2.74 -4.21 2.90
H 2.10 -2.12 3.74
H 0.59 -1.50 3.05
H 2.10 -0.79 2.56
O -0.61 4.48 0.38
C -0.72 4.28 1.72
C -0.89 5.36 2.58
C -0.95 5.17 3.95
C -0.82 3.89 4.48
C -0.64 2.82 3.63
C -0.61 2.99 2.25
C -0.44 1.78 1.39
O -0.81 1.79 0.19
O 0.07 0.74 1.90
H -0.76 5.42 0.19
H -0.97 6.37 2.17
H -1.08 6.02 4.60
H -0.86 3.75 5.56
H -0.53 1.82 4.02
*
```